<a>
Computed, not measured: a structure of composition H13LiO7, with ωB97M-V/def2-TZVPD.

The frontier orbital gap is 0.3032 Eh.

Structure (ORCA input):
```
! wB97M-V def2-TZVPD RIJCOSX def2/J DEFGRID3
* xyz 0 1
Li 0.27 0.47 -0.37
O 0.55 -1.49 0.24
H 1.58 -1.45 0.23
O 1.15 -0.86 2.82
H 1.05 0.09 2.70
H 0.68 -1.07 1.98
O -3.11 -0.82 0.00
H -2.33 -0.78 -0.48
H -2.88 -1.36 0.71
O -0.45 1.47 -1.96
H -0.53 2.46 -2.30
H -0.11 0.98 -2.63
O 2.20 1.19 -0.02
H 2.61 1.62 -0.66
H 2.77 0.36 -0.02
O -0.85 -1.62 -1.97
H -1.22 -2.41 -1.86
H -0.06 -1.79 -1.34
O -0.30 1.41 1.36
H -0.09 2.26 1.41
H -0.94 1.33 2.13
*
```

<b>
Computed, not measured: a structure of composition H13LiO7, with ωB97M-V/def2-TZVPD.

The frontier orbital gap is 0.3438 Eh.

Structure (ORCA input):
```
! wB97M-V def2-TZVPD RIJCOSX def2/J DEFGRID3
* xyz 0 1
Li 0.34 0.73 0.28
O -0.18 -0.76 -0.92
H -0.63 -1.18 -1.81
O 1.67 -0.31 1.65
H 2.06 -0.56 2.53
H 1.67 -1.24 1.26
O 1.79 1.73 -0.67
H 2.49 1.69 -0.01
H 1.75 2.57 -1.18
O 1.16 -2.74 0.15
H 2.12 -2.88 -0.22
H 0.56 -2.04 -0.30
O -1.22 1.72 1.84
H -2.07 1.48 1.61
H -1.03 1.88 2.74
O -1.15 1.29 -2.59
H -0.74 0.71 -1.97
H -2.01 0.94 -2.73
O -2.19 -1.21 0.47
H -2.99 -0.87 0.04
H -1.42 -0.93 -0.17
*
```

<b> has the most favorable energy; the next structure is 96.7 kJ/mol above.